[1]
Computed, not measured: a molecular structure, C31H55FeI2N5O3P in a non-equilibrium geometry, with ωB97M-V/def2-TZVPD.

Summary:
Expectation value of S²: 0.838
Energy relative to the best compared isomer or geometry (same formula, charge and spin) in kJ/mol: 0.00
Net charge: +2
2S+1: 2

Each line ends with the Löwdin charge.
Atoms and positions in Å:
Fe: -0.265474 0.028212 0.719977  0.5433
I: -3.980625 -2.923744 1.397286  1.0925
C: -4.404107 -1.079114 0.582809  -0.6015
C: -5.692436 -0.812346 0.176188  -0.2226
C: -6.012626 0.400480 -0.422819  -0.6403
I: -7.961664 0.676012 -1.000780  1.1211
C: -5.005355 1.409386 -0.626822  -0.1956
C: -5.279138 2.648707 -1.228471  -0.0205
C: -4.265391 3.560162 -1.378273  -0.0054
C: -2.991225 3.216991 -0.921264  -0.1118
N: -2.696021 2.058969 -0.355605  0.1416
C: -3.681495 1.165093 -0.215189  -0.1441
C: -3.329610 -0.121431 0.412996  -0.3472
O: -2.180591 -0.427216 0.788717  -0.1206
H: -6.463290 -1.557020 0.315111  0.0862
H: -6.280222 2.875478 -1.566274  0.0709
H: -4.438991 4.523383 -1.835081  0.1248
H: -2.178888 3.925646 -1.035668  0.1045
C: -1.728131 -0.018495 3.467788  -0.0355
O: -0.457372 0.155004 2.808587  -0.2896
C: 0.184425 1.358367 3.251804  -0.1492
C: -0.305618 2.502267 2.408139  -0.1550
O: -0.034205 2.139296 1.050285  -0.3006
C: 0.093784 3.265714 0.187355  -0.0648
H: -2.388329 0.829795 3.279084  0.1075
H: -1.551721 -0.121507 4.539195  0.1178
H: -2.202596 -0.910393 3.074377  0.0487
H: 1.251734 1.198483 3.122198  0.0968
H: -0.032192 1.533190 4.308122  0.1514
H: 0.223472 3.419829 2.679002  0.1423
H: -1.381119 2.677471 2.527922  0.1392
H: -0.626225 4.035185 0.466113  0.0996
H: -0.101959 2.957489 -0.836220  0.0706
H: 1.104491 3.672218 0.252384  0.1012
C: -2.323027 1.117124 -3.548842  -0.0250
C: -1.809637 -0.297665 -3.300715  -0.5981
C: -2.892608 -1.311742 -3.649587  -0.0208
C: -0.562148 -0.550677 -4.152152  -0.0268
N: -1.594263 -0.479867 -1.840693  -0.0214
N: -0.486700 0.240680 -1.278302  0.0199
H: -2.560639 1.249513 -4.603205  0.1016
H: -1.576019 1.874825 -3.296493  0.0806
H: -3.224861 1.305410 -2.964798  0.0687
H: -3.187489 -1.207981 -4.692542  0.0993
H: -3.774757 -1.161397 -3.025997  0.0837
H: -2.536402 -2.334170 -3.505254  0.0915
H: -0.816876 -0.498961 -5.209855  0.1005
H: -0.146434 -1.542148 -3.970585  0.0784
H: 0.213724 0.199421 -3.986152  0.0704
H: -1.467870 -1.460844 -1.612971  0.1005
H: -0.749279 1.223726 -1.335270  0.0609
H: 0.354720 0.109756 -1.836674  0.0544
C: -0.444321 -4.702833 3.123150  0.0068
C: -0.194637 -3.888609 1.901558  -0.3091
C: 0.191570 -4.234573 0.630490  0.0344
C: 0.294836 -3.032531 -0.087989  -0.2871
N: -0.013010 -1.987228 0.705231  0.0210
N: -0.314219 -2.554330 1.895600  0.0423
C: 0.701556 -2.951281 -1.519915  -0.0115
H: -0.291175 -5.756345 2.905470  0.0940
H: -1.465853 -4.574614 3.484163  0.0782
H: 0.234457 -4.420531 3.928112  0.0924
H: 0.387491 -5.224760 0.260093  0.1289
H: -0.553035 -1.964408 2.673123  0.1233
H: 0.226173 -3.755805 -2.081314  0.1031
H: 1.779411 -3.078529 -1.627360  0.0953
H: 0.425318 -2.014225 -1.980898  0.0221
C: 2.668316 -1.637050 2.607587  -0.1123
C: 3.554162 -0.802632 1.688760  -0.5162
C: 4.628691 -1.705290 1.089886  -0.0973
P: 2.592333 0.326332 0.540029  1.1367
C: 3.540365 1.909251 0.806306  -0.5286
C: 5.059552 1.779454 0.663535  -0.0823
C: 3.225635 2.546048 2.159349  -0.1011
C: 2.878403 -0.020051 -1.276108  -0.5212
C: 4.159224 -0.623376 -1.860321  -0.0910
C: 2.599439 1.284731 -2.042536  -0.1213
H: 3.252726 -1.981870 3.462246  0.0943
H: 2.302000 -2.519461 2.086032  0.0657
H: 1.812121 -1.079242 2.986894  0.0456
H: 4.063574 -0.072547 2.324686  0.0825
H: 4.187502 -2.470623 0.450657  0.0753
H: 5.146829 -2.224041 1.898010  0.0931
H: 5.373711 -1.157582 0.519808  0.0681
H: 3.181054 2.586869 0.028788  0.0809
H: 5.490687 1.216073 1.490604  0.0830
H: 5.510138 2.772789 0.687451  0.0942
H: 5.366163 1.304325 -0.261618  0.0561
H: 3.484106 1.883119 2.988409  0.0848
H: 2.179764 2.817137 2.248408  0.0330
H: 3.814060 3.455446 2.288044  0.0975
H: 2.088817 -0.728944 -1.489301  0.0383
H: 5.030617 0.002670 -1.691130  0.0674
H: 4.039255 -0.702884 -2.943738  0.0920
H: 4.372794 -1.616916 -1.488359  0.0565
H: 3.482448 1.922451 -2.053886  0.0908
H: 1.786955 1.873521 -1.615354  0.0440
H: 2.363288 1.066326 -3.085521  0.0836

Atoms 1-6, force components in eV/Å:
0.898 0.168 -0.442
0.076 -0.040 0.016
0.152 0.116 -0.070
0.050 0.123 -0.036
0.059 -0.052 0.019
-0.092 0.032 -0.035


[2]
Computed, not measured: a molecular structure, C54H76N7O2SSbTi in a non-equilibrium geometry, with ωB97M-V/def2-TZVPD.

Summary:
E in a.u.: -4125.14680
Expectation value of S²: 2.064
Net charge: -2
2S+1: 3

Each line ends with the Löwdin charge.
Atoms and positions in Å:
Ti: -0.575369 0.375007 -0.066198  1.0250
C: -4.138528 4.918688 -3.146318  -0.0979
C: -2.935772 4.111816 -3.650584  -0.1980
C: -2.749291 2.835441 -2.893290  -0.1792
C: -3.302469 1.608899 -3.165357  -0.1714
C: -4.343380 1.283077 -4.189287  -0.1887
C: -5.747534 1.264030 -3.570088  -0.0981
C: -2.766211 0.701125 -2.206613  -0.2433
C: -3.112946 -0.650260 -2.134006  0.0497
C: -2.766129 -1.512372 -1.120379  -0.2313
C: -3.224225 -2.874148 -1.014787  -0.1268
C: -4.031814 -3.626068 -2.026600  -0.1887
C: -5.493059 -3.809390 -1.601952  -0.0920
C: -2.766385 -3.345690 0.181169  -0.1481
C: -2.005748 -2.277278 0.782206  -0.2508
C: -1.370991 -2.377417 1.999670  0.0039
C: -0.570863 -1.383411 2.586689  -0.2696
N: -0.252768 -0.182942 1.996763  0.0387
C: 0.376806 0.542591 2.979346  -0.2447
C: 0.725436 1.896794 2.895697  0.0063
C: 0.336044 2.756970 1.896178  -0.2702
N: -0.395603 2.412940 0.787406  0.0270
C: -0.577395 3.584913 0.097911  -0.2621
C: -1.266765 3.705379 -1.091736  0.0263
C: -1.914400 2.657385 -1.750025  -0.2605
N: -1.914721 1.349742 -1.346314  0.0361
C: 0.024438 4.693598 0.799202  -0.1417
C: 0.605800 4.174066 1.916655  -0.1503
C: 1.294540 4.909620 3.023834  -0.1999
C: 0.332077 5.186555 4.186790  -0.0946
C: -0.029110 6.132549 0.386699  -0.1971
C: 1.072472 6.509852 -0.611538  -0.0995
C: 0.500881 -0.212579 4.175472  -0.1629
C: -0.089122 -1.437471 3.922239  -0.1914
C: -0.235140 -2.585082 4.873617  -0.2154
C: -1.532836 -2.491867 5.686926  -0.1002
C: 1.042932 0.296296 5.477277  -0.1983
C: 2.574851 0.359174 5.521058  -0.0971
N: -2.014291 -1.165705 -0.019452  0.0228
C: -2.945769 -4.718872 0.746659  -0.1961
C: -4.006795 -4.769708 1.854190  -0.0942
H: -4.242757 5.864748 -3.686319  0.0580
H: -4.026855 5.133387 -2.082508  0.0693
H: -5.058804 4.348851 -3.280098  0.0521
H: -2.029163 4.714614 -3.564077  0.0990
H: -3.071344 3.887449 -4.712009  0.1026
H: -4.142517 0.307751 -4.640659  0.1050
H: -4.317297 2.026719 -4.990575  0.1000
H: -5.795132 0.523465 -2.771428  0.0650
H: -6.509661 1.023393 -4.317052  0.0594
H: -5.987072 2.235727 -3.137236  0.0553
H: -3.762481 -1.029902 -2.911876  0.0999
H: -3.580201 -4.609803 -2.189331  0.1076
H: -4.002098 -3.105785 -2.984614  0.0995
H: -5.555928 -4.433214 -0.710414  0.0488
H: -6.077905 -4.288133 -2.391668  0.0618
H: -5.945237 -2.842748 -1.376868  0.0755
H: -1.555251 -3.276466 2.574389  0.0937
H: 1.251839 2.319285 3.741790  0.0933
H: -1.357529 4.694804 -1.521127  0.0951
H: 1.688681 5.858822 2.650826  0.0997
H: 2.142057 4.325858 3.394249  0.1008
H: -0.503193 5.796102 3.838931  0.0703
H: 0.830081 5.711073 5.006679  0.0610
H: -0.073943 4.248667 4.565080  0.0667
H: 0.062225 6.767165 1.273405  0.0978
H: -1.000926 6.344943 -0.067130  0.1033
H: 2.053324 6.248667 -0.211590  0.0733
H: 1.054395 7.582270 -0.823955  0.0615
H: 0.935282 5.970393 -1.547811  0.0582
H: 0.615698 -2.603173 5.562935  0.1013
H: -0.223205 -3.533355 4.327750  0.0993
H: -1.536064 -1.579694 6.285691  0.0644
H: -1.642455 -3.347370 6.360059  0.0587
H: -2.388161 -2.457426 5.011408  0.0671
H: 0.697278 -0.343384 6.294759  0.0949
H: 0.645994 1.300102 5.664086  0.1003
H: 2.999444 -0.638208 5.404727  0.0582
H: 2.919333 0.776960 6.472075  0.0599
H: 2.951925 0.980300 4.707829  0.0577
H: -1.993151 -5.077583 1.147522  0.1005
H: -3.236928 -5.400455 -0.058021  0.1017
H: -3.744691 -4.085614 2.661524  0.0617
H: -4.098109 -5.777734 2.267984  0.0631
H: -4.976829 -4.469028 1.456882  0.0579
O: 2.172868 -1.483235 -2.079363  -0.0394
C: 0.992488 -1.188166 -2.279284  -0.5660
O: 0.191131 -0.787337 -1.337953  -0.2018
C: 0.416291 -1.501665 -3.645569  -0.1571
C: 0.422451 -2.846422 -4.001234  -0.0558
C: -0.037051 -3.289476 -5.231231  -0.1368
C: -0.510668 -2.356830 -6.145875  -0.1437
C: -0.509786 -1.016884 -5.824156  -0.1681
C: -0.049247 -0.539645 -4.576083  -0.7078
S: 0.020816 1.153062 -4.335014  0.5321
H: 0.803752 -3.565973 -3.284761  0.0886
H: -0.005217 -4.343451 -5.482277  0.0755
H: -0.859615 -2.677800 -7.123361  0.0809
H: -0.840712 -0.284573 -6.550264  0.0714
C: 4.117666 -4.032751 -1.198337  -0.2027
C: 4.235923 -3.409695 0.189409  -0.4307
Sb: 2.450378 -2.225283 0.795051  1.5438
C: 3.110186 -2.381684 2.924124  -0.4272
C: 4.114418 -3.433377 3.377326  -0.2166
C: 1.297070 -4.102662 0.763714  -0.4058
C: 0.544831 -4.239118 -0.559016  -0.1950
H: 5.061843 -4.495375 -1.509404  0.0534
H: 3.841684 -3.277798 -1.935980  0.0473
H: 3.354512 -4.812629 -1.199996  0.0464
H: 5.106974 -2.749568 0.234748  0.0275
H: 4.377303 -4.196189 0.931538  0.0200
H: 2.197764 -2.464166 3.508716  0.0131
H: 3.518520 -1.387937 3.128980  0.0181
H: 3.746001 -4.444823 3.191467  0.0555
H: 4.304351 -3.345159 4.454448  0.0505
H: 5.071973 -3.315467 2.867295  0.0472
H: 0.588809 -4.067738 1.590849  0.0174
H: 1.979060 -4.946194 0.911862  0.0379
H: -0.099350 -3.374652 -0.720270  0.0520
H: -0.085514 -5.135289 -0.578014  0.0647
H: 1.233903 -4.294518 -1.403923  0.0335
C: 3.767283 1.899051 1.349523  -0.0718
N: 3.467893 0.976372 0.273364  -0.1821
C: 4.612879 0.169141 -0.091831  -0.1515
C: 2.691073 1.584054 -0.762186  -0.3765
N: 1.434663 1.368767 -0.758912  0.1706
N: 3.339534 2.503767 -1.582610  -0.1312
C: 4.626328 2.232675 -2.198144  -0.0718
C: 2.525342 3.478848 -2.293907  -0.0653
H: 2.861383 2.426468 1.633140  0.0615
H: 4.547479 2.636170 1.083934  0.0812
H: 4.117279 1.322860 2.210689  0.0803
H: 5.513248 0.752529 -0.338729  0.0682
H: 4.338618 -0.481244 -0.923050  0.0713
H: 4.859748 -0.464153 0.766222  0.0589
H: 0.942119 1.772548 -1.566943  0.0458
H: 4.758014 1.175255 -2.424888  0.0819
H: 5.457818 2.574073 -1.569959  0.0747
H: 4.676138 2.767330 -3.145542  0.0798
H: 2.020862 3.052958 -3.162346  0.0513
H: 3.172032 4.299589 -2.614921  0.0832
H: 1.770874 3.874760 -1.614393  0.0631

Atoms 1-6, force components in eV/Å:
0.470 0.445 0.769
0.107 0.053 -0.103
-0.197 -0.046 0.217
0.109 -0.030 0.046
0.034 -0.099 0.089
-0.016 -0.007 0.179


[3]
Computed, not measured: a molecular structure, C39H37BrCsN5O4S2, with ωB97M-V/def2-TZVPD.

Summary:
Energy relative to the best compared isomer or geometry (same formula, charge and spin) in kJ/mol: 0.00

Each line ends with the Löwdin charge.
Atoms and positions in Å:
Cs: 0.046749 0.231195 0.692288  1.2403
C: -1.025918 -1.432663 4.793181  -0.1497
N: -0.720548 -1.974269 3.483780  -0.0643
C: -0.852156 -3.417358 3.380842  -0.1508
C: -0.620504 -3.827299 1.960262  -0.3179
N: -1.426878 -3.568554 0.969994  0.1848
C: -0.800948 -4.102467 -0.152626  -0.2224
C: -1.217792 -4.146099 -1.480577  -0.0152
C: -0.381365 -4.740627 -2.405035  -0.0978
C: 0.853980 -5.288967 -2.029561  -0.1053
C: 1.276920 -5.271560 -0.714346  -0.0218
C: 0.423885 -4.677706 0.207852  -0.1939
N: 0.507049 -4.495888 1.573191  0.1705
C: -1.021914 0.060324 4.695321  -0.3191
N: -1.394298 0.710193 3.633086  0.1305
C: -1.210285 2.055455 3.947953  -0.2214
C: -1.393819 3.190721 3.162144  -0.0110
C: -1.096804 4.415168 3.725991  -0.0822
C: -0.628776 4.522468 5.043708  -0.1115
C: -0.431449 3.406293 5.833290  -0.0341
C: -0.725486 2.178345 5.253389  -0.1884
N: -0.621279 0.874910 5.714398  0.1639
H: -0.266294 -1.758249 5.510164  0.1240
H: -2.001571 -1.771057 5.178529  0.1285
H: -1.320005 -1.527959 2.798002  0.0613
H: -1.831522 -3.796767 3.707355  0.1264
H: -0.094840 -3.878891 4.020981  0.1205
H: -2.167885 -3.724499 -1.774619  0.0970
H: -0.687813 -4.789927 -3.443005  0.1011
H: 1.486237 -5.742181 -2.782225  0.1008
H: 2.226535 -5.700773 -0.422099  0.1098
H: 1.285437 -4.725957 2.164499  0.1612
H: -1.713045 3.108523 2.132397  0.1080
H: -1.206266 5.312478 3.131287  0.1068
H: -0.395402 5.500582 5.443523  0.1007
H: -0.050568 3.488461 6.843125  0.1064
H: -0.235393 0.579719 6.592804  0.1583
O: -2.088034 -0.221173 -1.077522  -0.7065
S: -3.104888 0.301911 -2.033259  0.9934
C: -2.328746 0.185720 -3.683445  -0.3021
C: -1.208839 -0.855274 -3.755698  -0.2266
C: 0.185736 -0.222004 -3.778121  -0.2222
C: 1.293270 -1.259052 -3.974217  -0.2999
S: 2.110235 -1.769285 -2.420022  0.9727
O: 1.108604 -1.525694 -1.344619  -0.6617
C: 3.328970 -0.454236 -2.313711  -0.3791
C: 4.502730 -0.589731 -3.045664  -0.0990
C: 5.482241 0.385265 -2.946088  -0.0795
C: 5.297587 1.474666 -2.102097  -0.0684
C: 4.132550 1.593242 -1.360041  -0.0391
C: 3.140967 0.626510 -1.468817  -0.0581
C: -4.328283 -1.002917 -2.174921  -0.3748
C: -4.283542 -2.019164 -1.235399  -0.0802
C: -5.262535 -3.005474 -1.263574  -0.0654
C: -6.274276 -2.958391 -2.209779  -0.0799
C: -6.321961 -1.918114 -3.131403  -0.0797
C: -5.351847 -0.930048 -3.111772  -0.0918
H: -1.951838 1.191999 -3.877411  0.0891
H: -3.135412 -0.006083 -4.390946  0.0788
H: -1.343002 -1.448875 -4.663729  0.1189
H: -1.267718 -1.538085 -2.905689  0.0904
H: 0.343014 0.337591 -2.852273  0.1061
H: 0.241950 0.498961 -4.597625  0.1191
H: 2.090081 -0.909226 -4.630511  0.0883
H: 0.893494 -2.186091 -4.391147  0.0819
H: 4.653520 -1.458013 -3.677822  0.1090
H: 6.398141 0.286437 -3.514083  0.1044
H: 6.071129 2.226463 -2.015450  0.1070
H: 3.984234 2.429985 -0.688825  0.1090
H: 2.242581 0.720509 -0.880019  0.0327
H: -3.493307 -2.031020 -0.493973  0.0949
H: -5.229613 -3.807873 -0.537997  0.1104
H: -7.036453 -3.726435 -2.225996  0.1038
H: -7.120653 -1.873622 -3.860127  0.1051
H: -5.399566 -0.106099 -3.814704  0.1090
Br: 2.937975 4.158149 3.759323  0.7940
C: 2.999252 4.865375 1.998001  -0.5932
C: 3.801135 5.984354 1.809686  -0.1448
C: 3.870091 6.585096 0.563734  -0.0968
C: 3.115029 6.081601 -0.486526  -0.0879
C: 2.302737 4.980168 -0.277037  -0.0393
C: 2.241732 4.336623 0.958467  -0.1687
C: 1.372986 3.085861 1.058644  -0.7669
O: 1.825642 2.134572 1.733686  -0.2333
O: 0.300760 3.104550 0.405974  -0.1678
H: 4.363409 6.378554 2.645110  0.0893
H: 4.503245 7.451554 0.420542  0.0990
H: 3.150787 6.553220 -1.460452  0.0979
H: 1.678729 4.587930 -1.069898  0.1144

Atoms 1-6, force components in eV/Å:
-0.287 -0.374 0.524
0.019 0.007 -0.017
0.007 -0.042 -0.148
0.068 0.035 0.025
-0.023 0.029 0.019
-0.030 -0.099 -0.003


M, record by record: 886.4 1056.9 916.7 g mol⁻¹